81
Properties=species:S:1:pos:R:3 method="wB97M-V/def2-TZVPD" spin_multiplicity=6 s_squared=8.791 relative_energy_kj_mol=0.00 charge=+2 e_lumo_ev="-5.42 / -8.16" homo_ev="-12.705 / -12.730" orbital_gap_ev="7.28 / 4.57" e_tot_ev=-88161.2398
Ir 0.271 1.117 -0.015
N 3.037 2.093 3.272
C 2.642 3.237 4.034
C 3.573 3.872 4.832
C 3.206 4.990 5.571
C 1.913 5.474 5.494
C 0.985 4.841 4.675
C 1.351 3.720 3.954
S 0.135 2.889 2.971
N 1.090 1.843 2.011
C 2.315 1.543 2.288
C 2.983 0.508 1.442
C 4.077 -0.220 1.855
C 4.612 -1.173 0.993
C 4.031 -1.364 -0.246
C 2.922 -0.604 -0.582
N 2.414 0.308 0.252
H 3.994 1.803 3.375
H 4.589 3.492 4.883
H 3.936 5.478 6.204
H 1.620 6.341 6.070
H -0.033 5.211 4.615
H 4.503 -0.092 2.841
H 5.471 -1.758 1.296
H 4.413 -2.094 -0.946
H 2.412 -0.734 -1.529
S -2.298 1.709 0.263
C -1.694 3.312 0.195
C -2.451 4.471 0.342
C -1.805 5.694 0.199
C -0.446 5.714 -0.072
C 0.250 4.507 -0.179
N -0.363 3.346 -0.046
H -3.509 4.402 0.559
H -2.358 6.620 0.296
H 0.084 6.650 -0.192
H 1.317 4.480 -0.371
C -2.641 -0.663 -3.813
N -1.353 -0.235 -3.276
C -0.995 1.015 -3.084
S 0.607 1.285 -2.419
N -1.822 2.001 -3.420
C -1.524 3.434 -3.437
H -2.603 -1.738 -3.971
H -2.845 -0.181 -4.771
H -3.451 -0.449 -3.112
H -0.698 -0.940 -2.946
H -2.733 1.735 -3.764
H -0.498 3.594 -3.120
H -2.199 3.970 -2.772
H -1.641 3.820 -4.447
O -1.781 -0.490 1.810
C -1.425 -1.229 0.908
N -1.851 -2.480 0.635
C -1.126 -3.106 -0.469
C -0.259 -1.914 -0.927
O 0.449 -1.920 -1.916
N -0.475 -0.860 -0.075
C -2.042 -3.500 -1.630
C -1.489 -4.062 -2.782
C -2.308 -4.446 -3.834
C -3.689 -4.295 -3.741
C -4.241 -3.735 -2.602
C -3.419 -3.327 -1.554
C -0.246 -4.245 0.051
C 0.990 -3.963 0.625
C 1.751 -4.973 1.194
C 1.278 -6.277 1.201
C 0.044 -6.565 0.634
C -0.716 -5.552 0.061
H -2.395 -3.004 1.302
H -0.417 -4.204 -2.847
H -1.869 -4.881 -4.724
H -4.328 -4.624 -4.550
H -5.315 -3.624 -2.518
H -3.858 -2.873 -0.675
H 1.369 -2.944 0.628
H 2.714 -4.745 1.636
H 1.869 -7.068 1.647
H -0.330 -7.581 0.636
H -1.679 -5.787 -0.380


79
Properties=species:S:1:pos:R:3 method="wB97M-V/def2-TZVPD" smiles="CB(O)[C@@H]1CCNC1=O.O=C1CCCO1.O=C1CCCO1.O=C1CCCO1.O=C1CCCO1.O=C1CCCO1" spin_multiplicity=1 charge=0 e_lumo_ev=0.09 homo_ev=-9.673 orbital_gap_ev=9.76 e_tot_ev=-53312.6088
C -2.305 -1.676 4.220
B -3.086 -2.327 3.026
O -4.139 -3.199 3.313
C -2.772 -2.107 1.492
C -2.044 -3.444 1.087
C -0.607 -3.153 1.514
N -0.415 -1.688 1.345
C -1.686 -1.125 1.132
O -1.845 -0.046 0.643
H -2.111 -2.457 4.952
H -2.905 -0.912 4.695
H -1.342 -1.283 3.926
H -3.762 -4.046 3.568
H -3.628 -1.887 0.873
H -2.181 -3.627 0.035
H -2.359 -4.279 1.694
H 0.103 -3.636 0.866
H -0.376 -3.411 2.542
H 0.079 -1.323 2.145
O 0.300 -2.145 7.647
C -0.838 -2.127 8.008
C -1.372 -1.738 9.373
C -2.796 -2.289 9.343
C -3.125 -2.230 7.857
O -1.870 -2.444 7.183
H -1.354 -0.650 9.452
H -0.763 -2.174 10.158
H -3.502 -1.737 9.958
H -2.796 -3.327 9.680
H -3.516 -1.256 7.556
H -3.825 -3.002 7.548
O 0.966 3.816 -3.548
C 0.744 3.168 -2.561
C 1.754 2.477 -1.666
C 0.880 1.517 -0.859
C -0.452 2.251 -0.833
O -0.499 2.984 -2.083
H 2.227 3.232 -1.036
H 2.508 1.968 -2.259
H 1.261 1.290 0.133
H 0.772 0.574 -1.397
H -0.517 2.970 -0.014
H -1.296 1.580 -0.780
O -5.592 4.304 -6.234
C -4.463 4.456 -5.873
C -3.473 3.386 -5.451
C -2.391 4.193 -4.735
C -2.486 5.536 -5.442
O -3.871 5.674 -5.812
H -3.094 2.895 -6.349
H -3.953 2.656 -4.807
H -1.398 3.754 -4.781
H -2.654 4.309 -3.684
H -1.883 5.570 -6.353
H -2.207 6.371 -4.805
O 6.142 2.393 -7.390
C 5.041 2.769 -7.116
C 4.185 3.758 -7.888
C 3.109 4.134 -6.870
C 3.027 2.875 -6.020
O 4.359 2.323 -6.035
H 3.769 3.247 -8.758
H 4.781 4.607 -8.210
H 2.155 4.415 -7.311
H 3.456 4.968 -6.259
H 2.343 2.134 -6.442
H 2.735 3.082 -4.996
O 3.162 -2.362 -0.195
C 3.407 -3.212 0.604
C 4.770 -3.738 1.013
C 4.425 -5.041 1.731
C 3.035 -4.741 2.278
O 2.438 -3.844 1.322
H 5.233 -3.010 1.681
H 5.397 -3.887 0.140
H 5.134 -5.327 2.505
H 4.369 -5.855 1.008
H 3.069 -4.238 3.247
H 2.413 -5.629 2.362


69
Properties=species:S:1:pos:R:3 method="wB97M-V/def2-TZVPD" spin_multiplicity=1 relative_energy_kj_mol=35.47 charge=+1 e_lumo_ev=-3.81 homo_ev=-11.350 orbital_gap_ev=7.54 e_tot_ev=-83846.5128
Ta -0.219 -0.096 -0.118
O -1.523 -1.191 -1.206
N -1.506 -2.477 -1.550
C -2.596 -2.956 -2.196
C -2.602 -4.265 -2.585
C -1.483 -5.063 -2.306
C -0.401 -4.543 -1.645
C -0.411 -3.199 -1.245
S 0.802 -2.360 -0.373
H -3.381 -2.233 -2.348
H -3.465 -4.658 -3.097
H -1.474 -6.099 -2.611
H 0.464 -5.146 -1.417
O 2.983 1.104 1.970
C 2.578 0.630 0.958
O 1.395 -0.082 0.928
C 3.199 0.686 -0.415
P 1.860 0.842 -1.662
C 2.407 -0.217 -3.025
C 1.501 -0.948 -3.785
C 1.953 -1.780 -4.797
C 3.309 -1.888 -5.062
C 4.222 -1.163 -4.312
C 3.773 -0.333 -3.297
C 1.921 2.568 -2.231
C 1.036 3.499 -1.693
C 1.086 4.830 -2.081
C 2.013 5.242 -3.023
C 2.888 4.320 -3.580
C 2.844 2.992 -3.188
H 3.707 -0.268 -0.578
H 3.936 1.490 -0.455
H 0.437 -0.843 -3.603
H 1.239 -2.339 -5.385
H 3.656 -2.537 -5.854
H 5.282 -1.245 -4.508
H 4.501 0.208 -2.708
H 0.282 3.190 -0.988
H 0.387 5.537 -1.657
H 2.050 6.276 -3.334
H 3.603 4.634 -4.327
H 3.518 2.290 -3.651
S -1.792 -0.467 1.723
C -1.292 1.123 2.289
C -1.694 1.750 3.460
C -1.162 2.994 3.738
C -0.243 3.564 2.862
C 0.104 2.871 1.721
N -0.430 1.681 1.436
H -2.394 1.265 4.124
H -1.447 3.514 4.642
H 0.206 4.525 3.062
H 0.833 3.268 1.029
O -0.602 0.838 -3.009
C -1.332 1.522 -2.307
O -1.385 1.367 -0.996
C -2.171 2.626 -2.845
C -1.827 3.207 -4.062
C -2.580 4.257 -4.568
C -3.687 4.719 -3.869
C -4.007 4.113 -2.671
C -3.275 3.076 -2.127
N -5.185 4.608 -1.919
O -5.538 3.960 -0.959
O -5.759 5.572 -2.371
H -0.967 2.831 -4.596
H -2.311 4.717 -5.506
H -4.293 5.534 -4.238
H -3.549 2.647 -1.178


7
Properties=species:S:1:pos:R:3 method="wB97M-V/def2-TZVPD" smiles=N#[N+]NN spin_multiplicity=1 relative_energy_kj_mol=286.94 charge=+1 e_lumo_ev=-6.42 homo_ev=-15.745 orbital_gap_ev=9.32 e_tot_ev=-5997.4297
N 2.448 0.112 0.071
N 1.347 -0.084 0.064
N 0.146 -0.463 0.067
N -0.889 0.486 -0.118
H -0.158 -1.239 -0.422
H -1.797 0.026 -0.241
H -1.097 1.162 0.580


135
Properties=species:S:1:pos:R:3 method="wB97M-V/def2-TZVPD" spin_multiplicity=1 relative_energy_kj_mol=575.80 charge=0 e_lumo_ev=0.06 homo_ev=-9.456 orbital_gap_ev=9.51 e_tot_ev=-63277.3396
C 23.352 -13.977 -20.467
C 23.787 -12.537 -20.272
O 23.950 -11.999 -21.550
H 23.343 -14.504 -19.513
H 24.051 -14.466 -21.146
H 22.335 -14.023 -20.855
H 24.702 -12.585 -19.681
H 23.032 -12.011 -19.688
H 23.965 -11.041 -21.482
C 20.439 -12.573 -22.672
C 21.256 -12.663 -24.005
O 20.963 -11.446 -24.650
H 19.386 -12.332 -22.817
H 20.819 -11.793 -22.012
H 20.520 -13.541 -22.179
H 20.940 -13.490 -24.641
H 22.325 -12.800 -23.843
H 21.433 -10.785 -24.135
C 21.992 -16.398 -24.686
C 21.930 -16.418 -23.142
O 20.643 -16.736 -22.694
H 21.279 -15.669 -25.070
H 21.729 -17.385 -25.064
H 22.951 -16.068 -25.085
H 22.107 -15.385 -22.842
H 22.657 -17.043 -22.624
H 20.636 -16.682 -21.736
C 17.409 -12.215 -19.369
C 18.842 -12.526 -18.850
O 18.951 -13.932 -18.991
H 17.330 -12.549 -20.403
H 17.236 -11.139 -19.367
H 16.601 -12.690 -18.811
H 18.981 -12.118 -17.849
H 19.605 -12.026 -19.448
H 18.442 -14.288 -18.259
C 23.762 -20.487 -23.462
C 23.823 -20.227 -21.963
O 24.167 -21.314 -21.129
H 24.748 -20.832 -23.773
H 23.456 -19.590 -24.001
H 23.108 -21.301 -23.772
H 22.874 -19.870 -21.565
H 24.585 -19.480 -21.741
H 24.250 -20.987 -20.231
C 21.389 -18.132 -19.532
C 20.887 -16.760 -19.003
O 20.576 -15.838 -20.030
H 20.608 -18.490 -20.203
H 21.564 -18.856 -18.737
H 22.280 -18.121 -20.160
H 21.706 -16.400 -18.379
H 20.058 -16.890 -18.307
H 19.994 -15.149 -19.703
C 25.618 -21.901 -17.963
C 25.100 -20.479 -17.783
O 23.839 -20.397 -18.404
H 25.659 -22.180 -19.016
H 24.914 -22.504 -17.390
H 26.649 -22.025 -17.632
H 25.780 -19.827 -18.331
H 24.996 -20.218 -16.729
H 23.199 -20.684 -17.748
C 16.726 -18.804 -18.816
C 17.994 -19.651 -18.361
O 17.680 -20.969 -17.993
H 15.962 -18.707 -18.045
H 16.230 -19.337 -19.628
H 17.024 -17.834 -19.215
H 18.494 -19.204 -17.502
H 18.722 -19.654 -19.173
H 17.045 -20.927 -17.275
C 21.747 -13.227 -17.014
C 22.466 -12.008 -16.356
O 23.626 -11.678 -17.115
H 20.899 -13.518 -16.394
H 22.372 -14.090 -17.244
H 21.334 -12.923 -17.976
H 22.768 -12.288 -15.347
H 21.761 -11.179 -16.304
H 24.230 -12.412 -16.977
C 20.281 -20.958 -15.191
C 21.207 -20.514 -16.293
O 22.487 -21.009 -15.943
H 20.688 -20.621 -14.238
H 20.232 -22.046 -15.136
H 19.278 -20.597 -15.417
H 21.205 -19.436 -16.452
H 21.015 -21.006 -17.247
H 22.718 -20.695 -15.065
C 17.182 -15.802 -21.634
C 17.342 -15.140 -22.985
O 16.590 -13.947 -22.971
H 16.132 -15.854 -21.346
H 17.789 -15.318 -20.869
H 17.668 -16.776 -21.675
H 17.171 -15.742 -23.877
H 18.382 -14.821 -23.056
H 15.707 -14.202 -23.250
C 19.756 -16.798 -15.115
C 18.924 -16.731 -13.829
O 17.936 -15.792 -14.173
H 20.529 -17.561 -15.029
H 20.339 -15.921 -15.395
H 19.179 -17.108 -15.986
H 19.475 -16.408 -12.945
H 18.455 -17.692 -13.621
H 17.249 -15.884 -13.509
C 24.841 -16.888 -18.475
C 25.157 -17.322 -19.905
O 26.125 -16.467 -20.475
H 25.812 -16.785 -17.991
H 24.328 -17.632 -17.866
H 24.362 -15.928 -18.282
H 24.292 -17.461 -20.553
H 25.667 -18.285 -19.914
H 25.963 -16.450 -21.421
C 18.253 -19.649 -22.640
C 19.146 -19.454 -23.859
O 18.999 -18.105 -24.325
H 17.230 -19.554 -23.003
H 18.483 -18.878 -21.905
H 18.369 -20.634 -22.188
H 18.880 -20.112 -24.686
H 20.211 -19.597 -23.674
H 19.339 -17.444 -23.717
C 20.514 -22.079 -19.588
C 20.148 -23.095 -20.662
O 19.939 -24.307 -20.034
H 19.742 -21.931 -18.833
H 20.759 -21.193 -20.173
H 21.443 -22.314 -19.068
H 20.923 -23.246 -21.413
H 19.265 -22.797 -21.228
H 19.159 -24.150 -19.498


8
Properties=species:S:1:pos:R:3 method="wB97M-V/def2-TZVPD" spin_multiplicity=1 relative_energy_kj_mol=32.14 charge=-1 e_lumo_ev=4.96 homo_ev=-4.200 orbital_gap_ev=9.16 e_tot_ev=-6224.2973
O 1.018 -1.257 0.995
H 0.728 -0.241 0.616
O -1.701 0.353 -1.023
H -0.873 0.840 -0.718
H -1.712 -0.345 -0.362
O 0.709 0.944 0.046
H 0.278 -1.617 1.496
H 1.141 1.234 -0.765


54
Properties=species:S:1:pos:R:3 method="wB97M-V/def2-TZVPD" spin_multiplicity=5 s_squared=6.040 relative_energy_kj_mol=0.00 charge=+2 e_lumo_ev="-5.95 / -9.26" homo_ev="-12.409 / -14.181" orbital_gap_ev="6.46 / 4.92" e_tot_ev=-70546.4808
Pd -1.759 0.887 -1.554
C -1.230 2.729 2.451
C -1.543 2.403 1.029
N -1.873 1.252 0.574
N -1.898 0.140 1.362
C -2.230 -1.064 0.832
N -2.201 -2.087 1.683
S -2.640 -1.314 -0.787
C -1.459 3.488 -0.006
C -1.222 4.804 0.340
C -1.165 5.764 -0.669
C -1.349 5.372 -1.979
C -1.575 4.028 -2.246
N -1.627 3.108 -1.290
H -1.462 1.930 3.152
H -1.804 3.597 2.770
H -0.171 2.978 2.548
H -1.555 0.200 2.311
H -2.079 -1.971 2.677
H -2.455 -3.000 1.342
H -1.084 5.098 1.369
H -0.981 6.800 -0.420
H -1.316 6.083 -2.792
H -1.719 3.676 -3.259
C 0.138 0.196 -1.178
C 0.939 -0.628 -0.683
C 1.634 -1.622 -0.035
C 1.464 -1.785 1.418
C 1.174 -0.678 2.220
C 0.952 -0.830 3.581
C 1.007 -2.093 4.162
C 1.296 -3.199 3.373
C 1.525 -3.047 2.013
C 2.564 -2.360 -0.847
C 3.750 -2.932 -0.292
C 4.621 -3.612 -1.087
C 4.370 -3.747 -2.477
C 3.228 -3.177 -3.050
C 2.344 -2.491 -2.264
H 1.168 0.310 1.775
H 0.772 0.041 4.202
H 0.850 -2.211 5.226
H 1.344 -4.184 3.816
H 1.716 -3.925 1.407
H 3.949 -2.796 0.762
H 5.522 -4.041 -0.673
H 5.073 -4.289 -3.093
H 3.048 -3.289 -4.109
H 1.444 -2.058 -2.679
Cl -1.813 0.532 -4.189
C -3.595 0.669 -4.316
Cl -4.274 1.316 -2.814
H -3.994 -0.324 -4.484
H -3.818 1.354 -5.125


54
Properties=species:S:1:pos:R:3 method="wB97M-V/def2-TZVPD" spin_multiplicity=1 charge=+1 e_lumo_ev=-5.18 homo_ev=-10.531 orbital_gap_ev=5.35 e_tot_ev=-109263.8998
C -4.731 0.955 3.937
S -4.158 -0.268 2.713
C -4.315 0.655 1.157
C -2.490 -0.323 3.024
C -1.596 -1.036 2.181
C -0.122 -0.787 2.407
C 0.308 0.540 2.412
C 1.674 0.856 2.439
C 2.617 -0.181 2.507
Br 4.467 0.218 2.529
C 2.186 -1.521 2.559
C 0.822 -1.823 2.490
O -1.993 -1.782 1.264
H -5.829 0.915 3.932
H -4.353 0.646 4.920
H -4.370 1.954 3.664
H -5.384 0.691 0.913
H -3.904 1.662 1.291
H -3.767 0.084 0.401
H -2.137 0.163 3.932
H -0.451 1.323 2.374
H 1.997 1.892 2.399
H 2.925 -2.312 2.640
H 0.485 -2.859 2.523
C -7.438 -4.646 -0.618
C -6.459 -4.191 0.419
C -6.938 -3.521 1.555
C -6.066 -3.092 2.535
C -4.671 -3.366 2.454
C -3.845 -3.038 3.572
C -2.659 -3.737 3.919
C -1.775 -3.200 4.899
C -0.656 -3.899 5.313
C -0.340 -5.142 4.743
C 0.896 -5.871 5.165
C -1.209 -5.705 3.800
C -2.354 -5.034 3.409
C -4.198 -3.966 1.251
C -5.077 -4.374 0.257
H -6.996 -5.401 -1.274
H -8.333 -5.054 -0.135
H -7.773 -3.812 -1.249
H -8.013 -3.353 1.663
H -6.439 -2.569 3.418
H -4.281 -2.417 4.356
H -1.998 -2.216 5.313
H -0.006 -3.490 6.091
H 1.230 -6.560 4.382
H 1.713 -5.170 5.372
H 0.721 -6.454 6.080
H -0.986 -6.693 3.391
H -3.041 -5.506 2.704
H -3.124 -4.094 1.112
H -4.702 -4.856 -0.653


Copy entry 8 word for word.
54
Properties=species:S:1:pos:R:3 method="wB97M-V/def2-TZVPD" spin_multiplicity=1 charge=+1 e_lumo_ev=-5.18 homo_ev=-10.531 orbital_gap_ev=5.35 e_tot_ev=-109263.8998
C -4.731 0.955 3.937
S -4.158 -0.268 2.713
C -4.315 0.655 1.157
C -2.490 -0.323 3.024
C -1.596 -1.036 2.181
C -0.122 -0.787 2.407
C 0.308 0.540 2.412
C 1.674 0.856 2.439
C 2.617 -0.181 2.507
Br 4.467 0.218 2.529
C 2.186 -1.521 2.559
C 0.822 -1.823 2.490
O -1.993 -1.782 1.264
H -5.829 0.915 3.932
H -4.353 0.646 4.920
H -4.370 1.954 3.664
H -5.384 0.691 0.913
H -3.904 1.662 1.291
H -3.767 0.084 0.401
H -2.137 0.163 3.932
H -0.451 1.323 2.374
H 1.997 1.892 2.399
H 2.925 -2.312 2.640
H 0.485 -2.859 2.523
C -7.438 -4.646 -0.618
C -6.459 -4.191 0.419
C -6.938 -3.521 1.555
C -6.066 -3.092 2.535
C -4.671 -3.366 2.454
C -3.845 -3.038 3.572
C -2.659 -3.737 3.919
C -1.775 -3.200 4.899
C -0.656 -3.899 5.313
C -0.340 -5.142 4.743
C 0.896 -5.871 5.165
C -1.209 -5.705 3.800
C -2.354 -5.034 3.409
C -4.198 -3.966 1.251
C -5.077 -4.374 0.257
H -6.996 -5.401 -1.274
H -8.333 -5.054 -0.135
H -7.773 -3.812 -1.249
H -8.013 -3.353 1.663
H -6.439 -2.569 3.418
H -4.281 -2.417 4.356
H -1.998 -2.216 5.313
H -0.006 -3.490 6.091
H 1.230 -6.560 4.382
H 1.713 -5.170 5.372
H 0.721 -6.454 6.080
H -0.986 -6.693 3.391
H -3.041 -5.506 2.704
H -3.124 -4.094 1.112
H -4.702 -4.856 -0.653